# 1
C7H11PS in the gas phase in a non-equilibrium geometry, computed with ωB97M-V/def2-TZVPD.

Results
- Frontier orbital gap: 0.2626 Eh
- Relative energy (zero: lowest compared OMol25 entry of this formula, charge and spin): 131.4 kcal per mole
- LUMO level: -0.01 eV

The geometry in XYZ format:
```
20
Properties=species:S:1:pos:R:3:lowdin_charge:R:1
C -0.3317 -0.5264 -0.8600 -0.34
C -0.2271 -0.4139 1.5605 -0.52
C -0.8708 1.8470 0.3119 -0.91
C -0.3955 -1.6094 2.4370 -0.20
C -0.9703 3.4081 0.3140 -0.22
C 1.6650 -1.2622 -2.2037 -0.13
C 0.3833 -1.6489 -1.5566 -0.36
P -0.7024 1.0604 -1.2277 0.90
S -0.6475 1.1246 1.8429 0.97
H -1.3943 -2.1780 2.0677 0.13
H -0.6287 -0.9753 3.3874 0.07
H 0.5038 -2.2002 2.6554 0.06
H -1.2630 3.5490 1.3408 0.02
H -1.5712 3.9440 -0.3884 0.05
H 0.0813 3.8276 0.1256 0.08
H 1.5852 -0.7623 -3.1610 0.08
H 2.3765 -1.9939 -2.2380 0.03
H 2.1412 -0.6273 -1.4438 0.08
H 0.5733 -2.4914 -0.7809 0.14
H -0.3072 -2.0715 -2.1831 0.06
```


# 2
6 unconnected molecules or ions with the total composition CH13O5S in a non-equilibrium geometry, computed with ωB97M-V/def2-TZVPD.

Results
- Frontier orbital gap: 0.2737 Eh
- Relative energy (zero: lowest compared OMol25 entry of this formula, charge and spin): 26.9 kcal per mole
- Net charge: -1
- LUMO level: 3.39 eV

The geometry in XYZ format:
```
20
Properties=species:S:1:pos:R:3:lowdin_charge:R:1
C -0.9293 -0.0274 1.3514 -0.51
S -0.4823 -0.0249 -0.5270 0.31
H -0.1824 -0.7143 1.8141 -0.01
H -1.9646 -0.4791 1.5753 0.02
H -1.1040 0.9692 1.7265 -0.03
H -0.8232 -3.9617 -0.6636 0.05
H -0.7335 -2.6307 -1.3213 -0.05
O -1.1164 -3.5068 -1.5142 -0.13
H 1.6612 -3.4268 0.6185 0.01
H 0.7452 -2.9888 1.6940 0.00
O 1.2881 -3.7292 1.4593 -0.07
H -0.6886 3.2858 0.8353 -0.01
H -0.6397 2.1866 -0.4360 -0.06
O -0.9135 3.1261 -0.0726 -0.17
H 1.4553 -0.7841 -0.3284 -0.14
H 2.9370 -0.5792 -0.1601 0.03
O 2.2697 -1.2933 -0.0364 -0.18
H -0.0622 5.2470 -1.3168 0.06
H -0.6936 4.3190 -2.3942 0.02
O -0.0231 5.0127 -2.3037 -0.12
```


# 3
3 unconnected molecules or ions with the total composition C16H33N2O2 in a non-equilibrium geometry, computed with ωB97M-V/def2-TZVPD.

Results
- Frontier orbital gap: 0.2612 Eh
- Relative energy (zero: lowest compared OMol25 entry of this formula, charge and spin): 0.0 kcal per mole
- Net charge: +1
- LUMO level: -4.15 eV

The geometry in XYZ format:
```
53
Properties=species:S:1:pos:R:3:lowdin_charge:R:1
C 5.2816 -3.1723 3.3129 -0.11
N 5.0677 -2.8966 1.9027 -0.10
C 4.1067 -3.7612 1.2631 -0.18
C 2.7416 -3.8055 1.9440 -0.14
C 2.2768 -4.9760 2.5702 0.03
C 1.0392 -4.9600 3.1596 -0.01
N 0.2799 -3.8518 3.1688 0.14
C 0.7046 -2.7225 2.5825 -0.22
C -0.2217 -1.5278 2.6114 0.02
C 1.9401 -2.6500 1.9698 0.07
H 6.0222 -2.4709 3.6932 0.09
H 4.3877 -3.0736 3.9438 0.07
H 5.6889 -4.1743 3.4500 0.09
H 4.8900 -1.9208 1.7220 0.11
H 3.9566 -3.4187 0.2386 0.14
H 4.4950 -4.7805 1.2299 0.12
H 2.8867 -5.8640 2.5864 0.13
H 0.6380 -5.8444 3.6314 0.15
H -0.6227 -3.8865 3.6176 0.19
H 0.2267 -0.7238 2.0357 0.08
H -1.1294 -1.8318 2.0855 0.10
H -0.4448 -1.2174 3.6288 0.10
H 2.2624 -1.7220 1.5253 0.14
C -0.8179 0.8708 -1.0041 -0.07
C 0.3075 1.7401 -0.4729 -0.28
O 1.5730 1.0956 -0.4864 -0.18
C 2.0559 0.7239 -1.7684 -0.29
C 2.2716 1.8997 -2.7040 -0.07
H -0.8126 -0.1001 -0.5016 0.07
H -1.7831 1.3509 -0.8421 0.07
H -0.7182 0.6864 -2.0742 0.07
H 0.1146 1.9821 0.5735 0.11
H 0.3519 2.6921 -1.0098 0.11
H 1.3945 -0.0203 -2.2260 0.11
H 3.0110 0.2278 -1.5883 0.11
H 1.3279 2.3627 -2.9960 0.07
H 2.7730 1.5701 -3.6138 0.08
H 2.8821 2.6644 -2.2229 0.09
C -6.1382 2.7338 -3.0469 -0.08
C -4.8617 2.4146 -2.2879 -0.29
O -3.7191 3.0845 -2.7880 -0.17
C -3.7568 4.4997 -2.7335 -0.28
C -3.8605 5.0543 -1.3227 -0.08
H -5.9927 2.5863 -4.1175 0.08
H -6.9498 2.0888 -2.7095 0.08
H -6.4518 3.7677 -2.8943 0.07
H -4.6446 1.3498 -2.3849 0.11
H -4.9854 2.6142 -1.2170 0.11
H -4.5645 4.8863 -3.3634 0.11
H -2.8216 4.8336 -3.1835 0.12
H -4.8284 4.8326 -0.8699 0.07
H -3.7417 6.1377 -1.3336 0.08
H -3.0884 4.6222 -0.6835 0.08
```


# 4
5 unconnected molecules or ions with the total composition H10O5, computed with ωB97M-V/def2-TZVPD.

Results
- Frontier orbital gap: 0.4108 Eh
- Structure (SMILES): O.O.O.O.O
- Relative energy (zero: lowest compared OMol25 entry of this formula, charge and spin): 23.8 kcal per mole
- LUMO level: 0.45 eV

The geometry in XYZ format:
```
15
Properties=species:S:1:pos:R:3:lowdin_charge:R:1
O -2.3005 0.2966 1.2534 -0.03
H -3.1493 -0.1204 1.1054 0.06
H -2.2878 0.4888 2.1910 0.05
O 0.3633 0.2849 -0.2559 -0.04
H 0.9416 0.8266 -0.7930 0.03
H 0.0235 0.8833 0.4094 0.03
O -0.6355 -1.4409 2.6660 -0.06
H 0.2295 -1.4674 2.2570 0.03
H -1.1669 -0.9135 2.0696 -0.04
O -1.1733 -1.3748 -1.9894 -0.07
H -0.5514 -1.1582 -1.2948 -0.02
H -1.4224 -0.5286 -2.3610 0.02
O 3.4825 1.2178 -1.4979 -0.04
H 3.9281 2.0558 -1.3736 0.03
H 3.7187 0.9499 -2.3860 0.04
```


# 5
3 unconnected molecules or ions with the total composition CH7O3, computed with ωB97M-V/def2-TZVPD.

Results
- Frontier orbital gap: 0.3097 Eh
- Relative energy (zero: lowest compared OMol25 entry of this formula, charge and spin): 2.6 kcal per mole
- Net charge: -1
- LUMO level: 4.51 eV

The geometry in XYZ format:
```
11
Properties=species:S:1:pos:R:3:lowdin_charge:R:1
C -0.4346 1.0053 -0.6589 -0.33
O -0.4296 -0.0238 0.2642 -0.38
H -0.4171 1.9932 -0.1630 0.05
H 0.4031 0.9841 -1.3830 0.05
H -1.3731 1.0254 -1.2508 0.05
H 0.6501 0.3943 1.4084 -0.02
H 0.8867 -0.3432 2.6723 0.00
O 1.1068 0.5231 2.3100 -0.17
H 0.1746 -2.0656 -1.7889 -0.04
H -0.3479 -1.2702 -0.4725 -0.03
O -0.2189 -2.2227 -0.9377 -0.20
```


# 6
C8H8F3NO in the gas phase in a non-equilibrium geometry, computed with ωB97M-V/def2-TZVPD.

Results
- Frontier orbital gap: 0.3577 Eh
- Structure (SMILES): NCc1ccc(OC(F)(F)F)cc1
- Relative energy (zero: lowest compared OMol25 entry of this formula, charge and spin): 2.7 kcal per mole
- LUMO level: 0.81 eV

The geometry in XYZ format:
```
21
Properties=species:S:1:pos:R:3:lowdin_charge:R:1
N 1.9392 -4.2702 0.3564 -0.02
C 0.7555 -3.6637 1.0022 -0.26
C 0.4613 -2.3220 0.3034 -0.20
C -0.8530 -1.9552 0.5619 -0.10
C -1.3509 -0.6950 0.3965 -0.07
C -0.5977 0.3124 0.0396 -0.20
O -1.2621 1.5998 0.1491 0.09
C -0.4351 2.6156 -0.3231 -0.59
F 0.4813 2.8894 0.6257 0.17
F -1.2983 3.6391 -0.3639 0.15
F 0.0735 2.4356 -1.6519 0.09
C 0.7526 0.0158 -0.4928 0.00
C 1.1308 -1.3300 -0.5795 0.00
H 1.9986 -5.2850 0.4797 0.06
H 1.6716 -4.0661 -0.6757 0.10
H 0.9280 -3.4418 2.1520 0.15
H -0.1829 -4.1555 1.0088 0.07
H -1.4855 -2.8036 1.0899 0.15
H -2.4433 -0.6860 0.7950 0.16
H 1.4900 0.8383 -0.5194 0.12
H 2.0571 -1.8518 -0.9557 0.11
```